[1]
Below is an isolated molecule of C6H10O, with properties calculated with wB97M-V/def2-TZVPD.

The orbital gap comes out at 10.77 eV. The value obtained for the energy above the lowest of the compared OMol25 structures with the same formula, charge and spin is 79.6 kJ/mol. As for the structure (SMILES): C[C@H]1C[C@H]1CC=O. As for the HOMO energy: -9.764 eV.

Geometry as ORCA input:
```
! wB97M-V def2-TZVPD RIJCOSX def2/J DEFGRID3
* xyz 0 1
C -1.70 -0.38 0.49
C -1.07 0.75 -0.29
C 0.07 1.54 0.29
C 0.32 0.60 -0.86
C 1.06 -0.72 -0.73
C 1.61 -1.14 0.61
O 2.04 -0.38 1.45
H -2.53 -0.01 1.11
H -0.99 -0.85 1.18
H -2.11 -1.15 -0.18
H -1.77 1.31 -0.91
H 0.13 2.60 0.09
H 0.45 1.25 1.27
H 0.47 1.08 -1.82
H 1.94 -0.71 -1.39
H 0.45 -1.55 -1.11
H 1.64 -2.24 0.79
*
```

***

[2]
Below is a structure of composition C6H10O, with properties calculated with wB97M-V/def2-TZVPD.

The orbital gap comes out at 8.91 eV. The value obtained for the energy above the lowest of the compared OMol25 structures with the same formula, charge and spin is 456.2 kJ/mol. As for the HOMO energy: -8.237 eV.

Geometry as ORCA input:
```
! wB97M-V def2-TZVPD RIJCOSX def2/J DEFGRID3
* xyz 0 1
C -1.61 -0.36 0.79
C -1.15 0.11 -0.60
C -0.11 1.22 -0.29
C 0.83 0.04 -0.06
C 2.20 -0.04 0.37
O 0.74 -0.56 1.20
C 0.05 -0.77 -1.07
H -0.45 -0.05 1.63
H -2.35 0.30 1.25
H -1.98 -1.41 0.77
H -1.92 0.33 -1.35
H 0.21 1.78 -1.17
H -0.32 1.90 0.54
H 2.84 -0.87 0.07
H 2.66 0.79 0.92
H 0.00 -1.85 -0.91
H 0.36 -0.54 -2.09
*
```

***

One value per record, in order, for max |F|: 0.461 4.631 eV/A.